[1]
22
Properties=species:S:1:pos:R:3:nbo_charge:R:1 method="wB97M-V/def2-TZVPD" homo_lumo_gap_ev=7.378 e_above_lowest_kcal_mol=331.9 fmax_ev_per_a=13.87 energy_ha=-1042.52759
O 0.75669 -2.80914 -2.57878 -1.002
N 1.57791 -0.16605 -0.62820 -0.066
N -0.31445 -3.86996 -1.26413 -0.637
O 1.90666 1.19605 -0.48550 -0.302
O 0.95792 -4.03160 -0.39695 -0.550
C 0.31959 -0.20111 -0.35867 0.160
C -0.26313 3.60443 1.30190 -0.180
C -1.37652 2.70769 1.46705 -0.237
C 0.87537 3.10189 0.70684 -0.245
C -1.23532 1.33402 0.94094 -0.147
C 0.86913 1.83552 0.10740 0.308
C -0.12912 0.99603 0.20005 -0.205
C -0.25636 -1.57134 -0.30838 -0.695
S 0.87957 -2.65957 -1.11306 1.550
H -0.31075 -3.87308 -2.32214 0.455
H 0.05501 -4.27199 -0.47592 0.409
H -0.27883 4.64216 1.53881 0.219
H -2.12235 3.20643 2.06713 0.226
H 1.65194 3.76982 0.67742 0.222
H -2.01159 0.55437 1.10411 0.218
H -0.41089 -1.88164 0.76593 0.255
H -1.14048 -1.61294 -0.94584 0.243

---

[2]
13
Properties=species:S:1:pos:R:3:nbo_charge:R:1 method="wB97M-V/def2-TZVPD" homo_lumo_gap_ev=9.714 e_above_lowest_kcal_mol=106.5 fmax_ev_per_a=4.89 energy_ha=-469.03104
C -1.57837 1.77265 -0.27972 0.514
C 0.17165 -0.60354 0.69202 0.128
N 0.60036 -1.20880 -0.36728 -0.706
N -0.27435 1.46201 0.05248 -0.479
N 0.78853 2.16186 -0.24734 0.631
O 0.66946 3.33619 -0.48994 -0.423
O -2.51147 1.04998 -0.03693 -0.593
O 1.83816 1.54743 -0.28625 -0.485
H -1.58225 2.71032 -0.79211 0.126
H 0.80103 -0.17577 1.37951 0.218
H -0.91358 -0.90327 0.95205 0.238
H -0.06863 -1.56208 -1.04482 0.410
H 1.47125 -0.85681 -0.72442 0.420

---

[3]
17
Properties=species:S:1:pos:R:3:nbo_charge:R:1 method="wB97M-V/def2-TZVPD" homo_lumo_gap_ev=9.652 e_above_lowest_kcal_mol=6.9 smiles=C[C@@H]1CCCN1 fmax_ev_per_a=1.53 energy_ha=-251.85157
C 0.51856 -1.86409 0.83653 -0.613
C 0.42150 -0.71933 -0.15614 -0.049
C 0.72894 0.62403 0.54745 -0.413
C -0.05109 1.65469 -0.24458 -0.417
C -1.30068 0.87661 -0.70227 -0.216
N -0.91102 -0.52844 -0.76542 -0.641
H -0.27736 -1.89454 1.58522 0.215
H 1.41879 -1.66339 1.44690 0.199
H 0.73867 -2.85313 0.43858 0.210
H 1.11240 -0.89758 -0.97385 0.172
H 0.37878 0.55084 1.57414 0.203
H 1.80146 0.77331 0.50232 0.215
H -0.38205 2.51809 0.32785 0.211
H 0.50943 2.02161 -1.10917 0.197
H -1.67508 1.28665 -1.64295 0.192
H -2.09476 1.00372 0.04146 0.172
H -0.93648 -0.88905 -1.70608 0.363